{
  "formula": "C5H9NSi",
  "method": "wB97M-V/def2-TZVPD",
  "e_above_lowest_kj_mol": 86.6,
  "homo_lumo_gap_ev": 8.90,
  "lumo_energy_ev": 0.6,
  "smiles": "N[SiH2]C1C=CC=C1",
  "total_charge": 0,
  "species": ["C", "C", "C", "C", "C", "N", "Si", "H", "H", "H", "H", "H", "H", "H", "H", "H"],
  "xyz": [[1.875, 0.542, 0.858], [1.701, 0.443, -0.614], [1.050, -0.435, 1.424], [0.985, -0.644, -0.932], [0.428, -1.218, 0.374], [-1.285, 1.323, -0.203], [-1.636, -0.446, -0.152], [2.510, 1.180, 1.408], [2.191, 1.050, -1.297], [0.889, -0.589, 2.502], [0.792, -1.048, -1.835], [0.243, -2.290, 0.613], [-0.448, 1.506, -0.811], [-2.070, 1.838, -0.449], [-1.819, -1.012, -1.563], [-2.804, -0.995, 0.769]],
  "nbo_charge": [-0.25, -0.27, -0.22, -0.24, -0.52, -1.26, 1.21, 0.21, 0.21, 0.22, 0.21, 0.26, 0.41, 0.38, -0.20, -0.15]
}

---

{
  "formula": "C10H30ClNO7",
  "method": "wB97M-V/def2-TZVPD",
  "homo_lumo_gap_ev": [10.34, 5.13],
  "lumo_energy_ev": [-2.2, -7.4],
  "spin_multiplicity": 2,
  "total_charge": 1,
  "species": ["N", "H", "H", "H", "H", "Cl", "C", "C", "C", "O", "C", "H", "H", "H", "H", "H", "H", "H", "H", "C", "C", "O", "O", "H", "H", "H", "H", "H", "H", "C", "C", "O", "O", "H", "H", "H", "H", "H", "H", "C", "C", "O", "O", "H", "H", "H", "H", "H", "H"],
  "xyz": [[-0.299, -0.003, -1.436], [-0.496, 0.965, -1.228], [0.688, -0.127, -1.612], [-0.769, -0.256, -2.293], [-0.780, -0.508, -0.705], [-0.989, -1.208, -4.499], [4.395, 1.207, 0.638], [4.467, -0.252, 0.095], [3.467, -0.164, -1.043], [2.424, 0.716, -0.593], [2.871, 1.464, 0.547], [4.878, 1.862, -0.088], [4.706, 1.318, 1.676], [4.054, -1.003, 0.769], [5.426, -0.529, -0.343], [3.094, -1.104, -1.449], [4.012, 0.257, -1.888], [2.338, 1.116, 1.432], [2.794, 2.549, 0.489], [-3.115, -1.488, 1.243], [-4.091, -0.273, 0.889], [-3.849, 0.852, 1.615], [-1.800, -1.175, 0.804], [-3.432, -2.463, 0.873], [-2.926, -1.723, 2.291], [-5.154, -0.504, 0.957], [-3.882, 0.109, -0.110], [-2.958, 1.148, 1.417], [-1.147, -1.521, 1.418], [-2.052, 3.685, -1.660], [-3.212, 2.752, -1.482], [-2.897, 1.469, -1.900], [-0.895, 3.170, -0.966], [-2.372, 4.679, -1.348], [-1.921, 3.982, -2.701], [-4.153, 3.003, -1.973], [-3.512, 2.647, -0.439], [-3.070, 1.516, -2.843], [-1.036, 3.228, -0.019], [1.048, -3.256, 2.187], [1.693, -2.641, 1.009], [0.953, -2.623, -0.134], [0.129, -2.299, 2.707], [1.803, -3.674, 2.853], [0.457, -4.136, 1.932], [2.629, -3.150, 0.777], [2.061, -1.620, 1.108], [0.847, -3.525, -0.445], [-0.423, -2.468, 3.475]],
  "nbo_charge": [-0.88, 0.46, 0.46, 0.42, 0.47, 0.02, -0.42, -0.43, -0.08, -0.58, -0.07, 0.21, 0.23, 0.20, 0.23, 0.19, 0.17, 0.17, 0.19, -0.09, -0.09, -0.70, -0.80, 0.17, 0.17, 0.20, 0.18, 0.46, 0.51, -0.12, -0.11, -0.74, -0.74, 0.19, 0.20, 0.19, 0.18, 0.47, 0.48, -0.09, -0.10, -0.73, -0.77, 0.19, 0.18, 0.17, 0.19, 0.47, 0.50]
}

---

{
  "formula": "C14H20N2O4",
  "method": "wB97M-V/def2-TZVPD",
  "e_above_lowest_kj_mol": 152.7,
  "homo_lumo_gap_ev": 9.23,
  "lumo_energy_ev": 0.7,
  "smiles": "COC(=O)c1ccc2n1CCN(C(=O)OC(C)(C)C)C2",
  "total_charge": 0,
  "species": ["O", "O", "O", "O", "C", "C", "C", "C", "C", "C", "N", "N", "C", "C", "C", "C", "C", "C", "C", "C", "H", "H", "H", "H", "H", "H", "H", "H", "H", "H", "H", "H", "H", "H", "H", "H", "H", "H", "H", "H"],
  "xyz": [[-1.898, 1.690, -3.552], [1.957, -0.877, 2.332], [-0.530, 2.986, -4.837], [-0.286, -1.405, 2.189], [-0.783, 2.091, -3.830], [0.930, -1.028, 1.693], [1.649, 2.179, -3.181], [2.488, 1.580, -2.169], [0.367, 1.656, -3.036], [1.745, 0.647, -1.509], [0.453, 0.692, -2.036], [0.975, -0.830, 0.300], [-1.666, 3.543, -5.580], [2.159, -0.208, -0.308], [-0.273, -0.367, 4.428], [0.331, -2.798, 4.153], [-1.971, -2.099, 3.598], [-0.666, -0.100, -1.473], [-0.134, -1.240, -0.547], [-0.513, -1.630, 3.591], [1.979, 2.917, -3.923], [3.507, 1.818, -1.935], [-2.366, 4.064, -4.921], [-1.337, 4.307, -6.314], [-2.171, 2.714, -6.129], [2.696, 0.457, 0.339], [2.862, -1.027, -0.611], [0.757, -0.070, 4.392], [-0.879, 0.454, 4.034], [-0.551, -0.508, 5.469], [0.155, -3.710, 3.623], [0.019, -3.010, 5.177], [1.394, -2.585, 4.111], [-2.589, -1.299, 3.206], [-2.290, -2.304, 4.651], [-2.163, -3.000, 3.033], [-1.261, -0.560, -2.274], [-1.325, 0.558, -0.898], [-0.982, -1.655, -0.009], [0.211, -2.045, -1.249]],
  "nbo_charge": [-0.61, -0.66, -0.52, -0.54, 0.77, 0.92, -0.20, -0.32, -0.03, 0.16, -0.31, -0.46, -0.26, -0.23, -0.64, -0.64, -0.61, -0.20, -0.22, 0.27, 0.23, 0.22, 0.20, 0.20, 0.20, 0.25, 0.21, 0.24, 0.21, 0.22, 0.21, 0.21, 0.24, 0.21, 0.21, 0.22, 0.22, 0.21, 0.25, 0.18]
}

---

{
  "formula": "C22H29FO20",
  "method": "wB97M-V/def2-TZVPD",
  "homo_lumo_gap_ev": 9.77,
  "lumo_energy_ev": 0.0,
  "smiles": "C=CC(=O)OCF.O=C1OCCO1.O=C1OCCO1.O=C1OCCO1.O=C1OCCO1.O=C1OCCO1.O=C1OCCO1",
  "total_charge": 0,
  "species": ["C", "C", "C", "O", "O", "C", "F", "H", "H", "H", "H", "H", "C", "C", "O", "C", "O", "O", "H", "H", "H", "H", "C", "C", "O", "C", "O", "O", "H", "H", "H", "H", "C", "C", "O", "C", "O", "O", "H", "H", "H", "H", "C", "C", "O", "C", "O", "O", "H", "H", "H", "H", "C", "C", "O", "C", "O", "O", "H", "H", "H", "H", "C", "C", "O", "C", "O", "O", "H", "H", "H", "H"],
  "xyz": [[-2.500, 0.184, -2.971], [-1.629, 1.167, -3.126], [-1.892, 2.445, -3.826], [-1.527, 2.587, -4.897], [-2.560, 3.465, -3.197], [-1.949, 3.864, -2.011], [-2.891, 4.504, -1.302], [-2.162, -0.814, -3.184], [-3.518, 0.324, -2.659], [-0.648, 1.073, -2.688], [-1.596, 3.031, -1.403], [-1.124, 4.552, -2.177], [-0.094, -1.766, -0.240], [0.834, -1.664, 0.946], [1.429, -0.373, 0.763], [0.586, 0.368, 0.006], [0.704, 1.535, -0.194], [-0.416, -0.392, -0.498], [-0.992, -2.341, -0.027], [0.395, -2.185, -1.121], [0.300, -1.675, 1.897], [1.592, -2.442, 0.958], [2.256, -1.778, 5.296], [1.673, -2.887, 6.140], [1.086, -3.748, 5.157], [1.723, -3.531, 3.984], [1.589, -4.201, 3.011], [2.533, -2.447, 4.061], [3.161, -1.352, 5.713], [1.536, -0.977, 5.108], [2.433, -3.444, 6.683], [0.920, -2.534, 6.842], [4.869, -1.664, 9.929], [4.555, -3.140, 10.015], [4.193, -3.454, 8.665], [4.772, -2.536, 7.853], [4.804, -2.612, 6.666], [5.305, -1.521, 8.573], [5.650, -1.355, 10.619], [3.989, -1.038, 10.084], [5.423, -3.739, 10.294], [3.737, -3.362, 10.695], [-2.893, 0.847, -8.548], [-2.804, 0.840, -7.041], [-4.111, 0.393, -6.658], [-4.637, -0.307, -7.698], [-5.634, -0.948, -7.643], [-3.864, -0.173, -8.807], [-1.947, 0.611, -9.030], [-3.266, 1.795, -8.942], [-2.065, 0.129, -6.669], [-2.595, 1.816, -6.626], [-6.324, 2.879, -3.947], [-6.113, 4.368, -4.085], [-7.305, 4.907, -3.507], [-7.811, 3.979, -2.653], [-8.699, 4.176, -1.892], [-7.158, 2.794, -2.788], [-5.396, 2.332, -3.796], [-6.855, 2.448, -4.797], [-5.253, 4.723, -3.514], [-6.009, 4.685, -5.120], [5.549, 0.137, 0.522], [5.207, -1.332, 0.603], [4.892, -1.652, -0.754], [5.518, -0.748, -1.554], [5.595, -0.832, -2.734], [6.043, 0.264, -0.815], [6.306, 0.436, 1.243], [4.673, 0.777, 0.637], [6.052, -1.944, 0.923], [4.358, -1.531, 1.254]],
  "mulliken_charge": [-0.65, -0.26, 0.39, -0.48, -0.22, 0.07, -0.28, 0.29, 0.25, 0.50, 0.13, 0.24, -0.39, -0.18, -0.31, 0.60, -0.56, -0.22, 0.31, 0.29, 0.11, 0.33, -0.39, -0.20, -0.37, 0.63, -0.53, -0.26, 0.32, 0.28, 0.20, 0.33, -0.32, -0.31, -0.31, 0.69, -0.54, -0.31, 0.29, 0.25, 0.27, 0.29, -0.36, -0.17, -0.22, 0.58, -0.53, -0.33, 0.32, 0.26, 0.24, 0.24, 0.09, -0.23, -0.35, 0.62, -0.52, -0.34, -0.06, 0.26, 0.19, 0.33, -0.29, 0.06, -0.33, 0.67, -0.52, -0.34, 0.30, 0.25, 0.27, -0.05]
}

---

Maximum force for the records above, in order: 4.207 2.876 2.638 5.633 eV Å⁻¹
Calculated total energy for the records above, in order: -540.10533 -1440.26322 -955.96300 -2460.35726 Ha